# 1
96
Properties=species:S:1:pos:R:3 method="wB97M-V/def2-TZVPD" orbital_gap_ev=6.9 charge=+1 lumo_ha=-0.109 de_lowest_kj_mol=41.9
Bi 0.914 0.858 0.534
O -2.136 1.234 3.285
C -0.951 1.088 3.008
N -0.258 1.847 2.112
C -0.495 3.212 1.929
C -1.305 3.956 2.786
C -1.466 5.316 2.597
C -0.796 5.947 1.562
C 0.069 5.233 0.748
C 0.227 3.853 0.908
N 1.038 3.027 0.092
C 1.800 3.536 -0.917
O 1.943 4.710 -1.210
C 2.495 2.515 -1.775
C 3.391 2.936 -2.746
C 3.974 1.985 -3.567
C 3.633 0.649 -3.401
C 2.726 0.314 -2.411
N 2.177 1.234 -1.617
C -0.107 0.102 3.773
C -0.638 -0.477 4.918
C 0.190 -1.235 5.728
C 1.523 -1.368 5.375
C 1.962 -0.765 4.208
N 1.171 -0.042 3.423
H -1.809 3.451 3.595
H -2.108 5.874 3.265
H -0.937 7.005 1.386
H 0.615 5.748 -0.021
H 3.602 3.991 -2.839
H 4.686 2.282 -4.325
H 4.061 -0.118 -4.032
H 2.401 -0.702 -2.232
H -1.678 -0.315 5.163
H -0.192 -1.698 6.628
H 2.209 -1.942 5.982
H 2.999 -0.843 3.907
C 4.183 -1.137 0.899
O 2.923 -1.625 0.483
C 3.030 -2.753 -0.363
C 1.653 -3.178 -0.834
O 1.062 -2.170 -1.642
C 0.445 -2.654 -2.821
H 4.735 -1.896 1.464
H 3.999 -0.270 1.533
H 4.795 -0.828 0.043
H 3.489 -3.593 0.177
H 3.667 -2.516 -1.227
H 1.016 -3.368 0.030
H 1.763 -4.105 -1.404
H -0.313 -3.411 -2.602
H 1.180 -3.077 -3.513
H -0.044 -1.800 -3.289
C -2.820 1.846 -0.066
P -1.418 1.100 -0.961
C -2.243 -0.256 -1.851
C -2.168 -1.559 -1.370
C -2.896 -2.565 -1.989
C -3.686 -2.275 -3.090
C -3.760 -0.973 -3.572
C -3.046 0.039 -2.953
C -1.032 2.265 -2.296
C -0.350 1.771 -3.410
C -0.010 2.619 -4.449
C -0.341 3.966 -4.376
C -1.024 4.458 -3.275
C -1.367 3.612 -2.230
H -3.551 2.176 -0.805
H -2.515 2.682 0.557
H -3.261 1.078 0.565
H -1.537 -1.778 -0.516
H -2.849 -3.576 -1.606
H -4.249 -3.059 -3.578
H -4.382 -0.744 -4.427
H -3.104 1.052 -3.330
H -0.107 0.716 -3.460
H 0.518 2.231 -5.310
H -0.067 4.635 -5.181
H -1.283 5.506 -3.219
H -1.889 4.005 -1.367
N -3.374 -1.232 1.719
C -2.553 -2.310 1.848
N -1.267 -2.253 1.963
C -0.721 -3.520 2.107
C 0.623 -3.821 2.311
C 1.001 -5.140 2.492
C 0.068 -6.173 2.450
C -1.271 -5.900 2.227
C -1.649 -4.577 2.060
S -3.252 -3.939 1.825
H -3.084 -0.404 2.236
H -4.359 -1.436 1.774
H 1.346 -3.021 2.334
H 2.041 -5.379 2.672
H 0.383 -7.197 2.602
H -2.011 -6.688 2.196

# 2
92
Properties=species:S:1:pos:R:3 method="wB97M-V/def2-TZVPD" orbital_gap_ev=6.9 charge=-1 lumo_ha=0.092
Zn 13.813 9.718 11.839
C 16.471 11.936 11.053
P 16.469 10.149 10.497
C 17.523 10.205 8.981
C 18.424 11.221 8.755
C 19.114 11.309 7.525
C 18.888 10.377 6.552
C 18.021 9.305 6.813
C 17.299 9.230 7.979
C 17.622 9.472 11.731
C 17.058 9.317 13.041
C 17.811 8.713 14.032
C 19.064 8.168 13.798
C 19.564 8.257 12.505
C 18.840 8.903 11.469
C 15.081 12.511 11.157
C 14.705 13.856 11.080
C 13.322 13.918 11.346
C 12.905 12.624 11.584
C 11.559 12.091 11.903
P 11.500 10.398 11.243
C 11.220 10.695 9.486
C 12.380 10.838 8.727
C 12.337 11.229 7.405
C 11.089 11.451 6.817
C 9.920 11.310 7.537
C 9.958 10.922 8.883
C 10.020 9.525 11.818
C 10.160 8.147 11.630
C 9.231 7.274 12.161
C 8.123 7.773 12.820
C 7.967 9.119 12.995
C 8.950 10.014 12.560
N 13.983 11.782 11.488
H 17.035 12.678 10.462
H 16.898 11.905 12.062
H 18.616 11.942 9.549
H 19.824 12.122 7.361
H 19.389 10.450 5.614
H 17.797 8.628 5.992
H 16.572 8.404 8.167
H 16.049 9.575 13.298
H 17.322 8.691 15.020
H 19.572 7.698 14.631
H 20.558 7.837 12.254
H 19.225 9.016 10.440
H 15.388 14.645 10.798
H 12.710 14.835 11.328
H 10.778 12.749 11.544
H 11.435 11.936 13.018
H 13.343 10.607 9.225
H 13.247 11.332 6.823
H 11.023 11.732 5.782
H 8.966 11.513 7.071
H 9.054 10.766 9.417
H 11.046 7.753 11.127
H 9.383 6.220 12.099
H 7.369 7.075 13.171
H 7.091 9.462 13.576
H 8.855 11.065 12.831
C 10.780 10.523 17.077
C 11.550 11.584 16.377
C 10.910 12.756 15.922
C 11.675 13.745 15.304
Cl 10.958 15.284 14.904
C 13.007 13.555 14.976
C 13.600 12.332 15.322
C 12.904 11.415 16.096
O 13.610 10.353 16.568
C 13.334 9.085 16.060
C 13.006 9.187 14.550
O 11.877 8.921 14.145
O 13.963 9.592 13.853
H 9.834 10.896 17.480
H 11.405 10.130 17.915
H 10.576 9.758 16.384
H 9.856 12.930 16.111
H 13.533 14.336 14.422
H 14.617 12.105 15.005
H 12.491 8.604 16.560
H 14.267 8.547 16.202
C 14.072 5.703 10.387
C 14.402 6.811 11.421
C 14.055 6.298 12.843
O 13.768 7.990 11.166
H 14.492 4.743 10.681
H 14.397 6.008 9.381
H 12.958 5.697 10.283
H 15.506 6.944 11.377
H 13.001 6.100 12.940
H 14.380 7.023 13.568
H 14.566 5.360 13.004

# 3
90
Properties=species:S:1:pos:R:3 method="wB97M-V/def2-TZVPD" orbital_gap_ev="6.4 / 6.4" charge=+1 lumo_ha="-0.158 / -0.158" de_lowest_kj_mol=70.4
Rh -0.483 0.791 0.623
C 1.632 2.603 4.524
C 0.828 1.408 4.015
S 1.287 0.944 2.321
C 2.573 -0.293 2.669
C 3.686 -0.336 1.623
S 4.034 1.173 0.701
C 4.750 2.301 1.926
C 3.824 3.161 2.790
S 3.438 2.453 4.428
H 1.398 2.764 5.577
H 1.345 3.516 4.005
H -0.239 1.635 4.000
H 0.972 0.535 4.652
H 2.141 -1.282 2.808
H 2.989 0.041 3.616
H 3.469 -1.084 0.861
H 4.598 -0.665 2.123
H 5.352 2.972 1.310
H 5.457 1.744 2.544
H 2.897 3.380 2.261
H 4.336 4.106 2.975
C -5.802 1.588 -2.184
C -4.927 2.506 -2.751
C -3.570 2.405 -2.505
C -3.084 1.394 -1.678
C -3.963 0.476 -1.114
C -5.322 0.574 -1.373
P -1.316 1.272 -1.365
C -0.574 0.714 -2.908
C -1.333 -0.026 -3.818
C -0.768 -0.440 -5.013
C 0.548 -0.116 -5.305
C 1.302 0.622 -4.404
C 0.748 1.033 -3.206
C -0.663 2.918 -0.965
C -0.456 4.131 -1.625
C -0.070 5.209 -0.856
C 0.108 5.077 0.528
C -0.050 3.866 1.176
C -0.381 2.744 0.405
H -6.863 1.670 -2.376
H -5.304 3.299 -3.382
H -2.891 3.119 -2.953
H -3.595 -0.309 -0.465
H -6.003 -0.139 -0.929
H -2.364 -0.270 -3.596
H -1.359 -1.008 -5.718
H 0.987 -0.429 -6.242
H 2.325 0.882 -4.638
H 1.340 1.619 -2.514
H -0.618 4.234 -2.690
H 0.075 6.177 -1.317
H 0.379 5.956 1.101
H 0.104 3.798 2.243
C -4.239 -3.242 -1.028
C -3.973 -3.148 0.328
C -2.732 -2.711 0.769
C -1.748 -2.364 -0.151
C -2.023 -2.455 -1.515
C -3.261 -2.894 -1.950
P -0.171 -1.641 0.389
C 1.031 -2.156 -0.869
C 1.040 -3.454 -1.393
C 1.998 -3.827 -2.317
C 2.962 -2.912 -2.726
C 2.960 -1.626 -2.218
C 1.990 -1.252 -1.298
C 0.284 -2.533 1.910
C 1.201 -3.580 1.932
C 1.526 -4.197 3.132
C 0.931 -3.782 4.314
C 0.009 -2.746 4.299
C -0.309 -2.119 3.106
H -5.205 -3.590 -1.368
H -4.732 -3.417 1.048
H -2.542 -2.640 1.831
H -1.273 -2.177 -2.245
H -3.464 -2.965 -3.010
H 0.288 -4.169 -1.081
H 1.997 -4.831 -2.719
H 3.713 -3.206 -3.447
H 3.705 -0.908 -2.533
H 1.991 -0.239 -0.903
H 1.688 -3.905 1.023
H 2.248 -5.002 3.143
H 1.185 -4.267 5.246
H -0.458 -2.420 5.219
H -1.006 -1.286 3.103
I -2.536 1.246 2.064

# 4
91
Properties=species:S:1:pos:R:3 method="wB97M-V/def2-TZVPD" orbital_gap_ev="4.9 / 3.9" charge=+2 lumo_ha="-0.301 / -0.340" de_lowest_kj_mol=0.0
Sn 1.670 -1.726 3.767
C -2.592 0.208 5.544
C -2.677 -0.074 4.244
C -2.849 0.879 3.101
C -1.554 1.495 2.491
C -0.488 1.948 3.436
C -0.673 2.426 4.670
C -1.983 2.710 5.315
C -2.555 1.558 6.185
C 2.799 0.144 4.117
H -2.659 -0.611 6.270
H -2.603 -1.128 3.935
H -3.527 1.698 3.381
H -3.309 0.286 2.286
H -1.125 0.781 1.773
H -1.854 2.362 1.880
H 0.532 1.889 3.036
H 0.193 2.588 5.321
H -2.719 3.008 4.564
H -1.805 3.555 5.999
H -1.967 1.504 7.113
H -3.566 1.857 6.504
H 2.948 0.218 5.206
H 2.152 0.957 3.779
H 3.754 0.151 3.583
P 0.058 -2.093 -4.761
P 1.939 0.445 -5.060
C -0.617 -0.526 -5.380
C 0.205 0.540 -5.562
C -0.762 -3.285 -5.900
C -1.932 -3.012 -6.620
C -2.527 -4.008 -7.403
C -1.935 -5.271 -7.514
C -0.727 -5.521 -6.850
C -0.135 -4.536 -6.064
C -0.902 -2.254 -3.189
C -0.530 -1.394 -2.138
C -1.235 -1.425 -0.936
C -2.316 -2.308 -0.788
C -2.671 -3.180 -1.826
C -1.951 -3.170 -3.025
C 2.659 1.207 -6.607
C 2.612 0.434 -7.781
C 3.008 0.980 -9.002
C 3.474 2.300 -9.072
C 3.564 3.052 -7.898
C 3.179 2.506 -6.669
C 2.036 1.860 -3.889
C 3.188 1.923 -3.079
C 3.385 3.018 -2.242
C 2.426 4.039 -2.188
C 1.256 3.948 -2.951
C 1.046 2.844 -3.784
H -1.697 -0.460 -5.555
H -0.126 1.465 -6.052
H -2.399 -2.031 -6.575
H -3.461 -3.796 -7.926
H -2.409 -6.050 -8.120
H -0.251 -6.496 -6.950
H 0.811 -4.727 -5.561
H 0.303 -0.701 -2.276
H -0.944 -0.764 -0.118
H -2.882 -2.319 0.145
H -3.509 -3.871 -1.711
H -2.216 -3.856 -3.833
H 2.244 -0.590 -7.736
H 2.954 0.382 -9.909
H 3.763 2.735 -10.034
H 3.933 4.077 -7.939
H 3.265 3.108 -5.765
H 3.918 1.114 -3.121
H 4.288 3.077 -1.634
H 2.590 4.907 -1.549
H 0.501 4.736 -2.906
H 0.118 2.761 -4.352
O 0.373 2.476 8.036
S 1.239 1.318 8.008
O 2.597 1.459 8.468
N 1.135 0.511 6.564
C 0.592 -0.697 6.627
O 0.546 -1.504 5.607
C 0.065 -1.014 7.981
C -0.693 -2.077 8.509
C -1.014 -2.065 9.871
C -0.592 -1.028 10.718
C 0.142 0.039 10.200
C 0.434 0.006 8.845
H -1.009 -2.874 7.841
H -1.602 -2.879 10.294
H -0.836 -1.042 11.776
H 0.488 0.876 10.812

# 5
92
Properties=species:S:1:pos:R:3 method="wB97M-V/def2-TZVPD" orbital_gap_ev="4.5 / 4.4" charge=-2 lumo_ha="0.150 / 0.150"
Pd 0.166 1.542 -0.016
C 0.053 -1.851 0.804
N 1.060 -2.438 -0.056
C 1.916 -1.632 -0.915
P 2.316 0.158 -0.392
C 3.806 0.119 -1.458
C 3.615 0.170 -2.835
C 4.695 0.067 -3.700
C 5.980 -0.072 -3.196
C 6.178 -0.093 -1.822
C 5.097 0.005 -0.957
C 2.884 -0.252 1.309
C 2.593 0.656 2.327
C 2.883 0.346 3.649
C 3.472 -0.869 3.973
C 3.778 -1.774 2.966
C 3.483 -1.465 1.644
C 1.235 -3.802 -0.037
C 1.889 -4.468 -1.092
C 2.062 -5.841 -1.070
C 1.597 -6.613 -0.013
C 0.954 -5.968 1.034
C 0.776 -4.595 1.034
P -0.848 -0.395 0.059
C -1.099 -1.038 -1.644
C -0.865 -0.192 -2.723
C -0.985 -0.667 -4.024
C -1.336 -1.989 -4.253
C -1.583 -2.837 -3.178
C -1.472 -2.359 -1.882
C -2.509 -0.636 0.761
C -3.597 -0.142 0.034
C -4.870 -0.156 0.591
C -5.074 -0.667 1.863
C -3.999 -1.174 2.585
C -2.725 -1.148 2.038
H 0.465 -1.520 1.766
H -0.700 -2.612 1.003
H 1.516 -1.558 -1.935
H 2.873 -2.147 -1.000
H 2.621 0.346 -3.229
H 4.532 0.126 -4.769
H 6.827 -0.137 -3.870
H 7.182 -0.166 -1.418
H 5.260 0.032 0.112
H 2.151 1.607 2.063
H 2.647 1.062 4.427
H 3.695 -1.109 5.007
H 4.240 -2.725 3.206
H 3.725 -2.188 0.874
H 2.236 -3.906 -1.947
H 2.563 -6.315 -1.907
H 1.735 -7.687 -0.004
H 0.594 -6.539 1.883
H 0.310 -4.128 1.890
H -0.579 0.836 -2.532
H -0.794 0.000 -4.856
H -1.419 -2.362 -5.267
H -1.855 -3.871 -3.351
H -1.664 -3.025 -1.048
H -3.432 0.276 -0.948
H -5.701 0.260 0.035
H -6.067 -0.662 2.297
H -4.148 -1.570 3.582
H -1.891 -1.504 2.634
C -1.115 4.201 1.811
C -1.939 3.750 0.591
C -1.637 4.707 -0.576
C -1.736 2.269 0.199
C -3.435 3.811 0.891
C -4.347 3.494 -0.125
C -5.714 3.496 0.100
C -6.221 3.815 1.356
C -5.335 4.130 2.373
C -3.962 4.127 2.140
H -0.061 4.161 1.549
H -1.287 3.535 2.660
H -1.356 5.231 2.112
H -0.579 4.650 -0.818
H -1.893 5.741 -0.312
H -2.208 4.422 -1.462
H -2.194 1.699 1.020
H -3.951 3.218 -1.093
H -6.392 3.241 -0.708
H -7.291 3.813 1.536
H -5.709 4.377 3.362
H -3.293 4.370 2.955
O 2.569 2.960 -2.326
Se 2.680 3.426 -0.766
O 3.511 2.279 0.091
O 1.132 3.429 -0.098
O 3.316 4.904 -0.570